The following is a quantum chemistry calculation of a molecular structure, C60H74N5O3 in a non-equilibrium geometry, from OMol25.

Element x y z (Å)
H (-4.1966, 4.7754, -0.5737)
H (-2.8284, 4.0998, -3.0869)
H (0.9575, 1.7253, 4.9900)
H (-2.2051, -3.2944, -2.2091)
O (-1.8644, -7.3214, 1.5956)
H (1.0449, -11.4775, 1.2041)
C (0.0151, 3.8689, 1.7684)
H (3.3647, 5.6981, 0.4608)
H (-0.3670, 1.5580, 6.1664)
H (4.5024, 0.2094, 3.7222)
H (-3.2218, -3.7150, 1.4324)
N (-0.9723, -4.3411, 0.0316)
H (-3.8896, -7.5312, 0.1362)
H (-2.2259, -0.9491, -2.4042)
C (1.3693, -2.2467, 2.4515)
O (0.3410, 5.1696, -5.3476)
H (-0.0669, 7.1820, -2.2143)
N (-2.6366, -5.8793, -0.0427)
C (-1.3820, -0.7845, 5.1565)
H (-3.0133, 1.7414, -2.3620)
C (1.1196, 0.5068, 2.4061)
H (-4.6497, 3.5000, 0.5837)
H (-1.6728, -1.7656, -0.4382)
H (-4.3739, -3.8291, 0.0640)
C (-0.6166, -1.9974, -0.5534)
H (-3.1791, -2.5226, 0.1031)
H (2.3523, 6.3869, -2.2818)
H (2.9343, 2.3819, -1.2334)
H (3.3187, 2.3534, 3.1117)
H (1.4182, -3.3343, 2.3869)
C (0.2892, 2.8032, -4.0544)
H (-1.9391, -5.0463, -2.4555)
H (3.1342, 7.2588, -0.9502)
H (-2.6772, -0.6306, -4.8203)
H (1.2691, -1.0698, -0.9447)
C (-0.0637, -0.9144, -2.6363)
H (0.2116, 7.7781, 0.3908)
C (-1.3838, 5.6366, -2.8366)
H (-3.3810, 1.4290, 0.7337)
H (-2.3006, 0.8098, 3.0782)
C (-3.9552, -6.4723, -0.1305)
H (-0.3919, 2.8976, -4.8997)
H (4.9657, -0.9626, 2.4717)
H (3.3428, 4.0094, -3.1091)
H (0.8407, 0.2656, 5.9672)
H (3.1638, 0.6156, -0.3342)
C (2.4243, 3.4287, -3.0331)
C (0.1535, 5.4225, -0.9628)
C (4.7805, 0.0982, 2.6666)
H (-0.7779, -0.4522, -6.4385)
C (0.9591, 7.0771, 0.7805)
C (0.5450, 1.1924, -0.6270)
C (1.4064, 6.1053, -0.3141)
H (2.6907, 4.3838, -0.5162)
H (2.1205, 4.6725, 1.1611)
H (4.6136, 2.6016, 1.9258)
C (-0.6500, 0.3308, 4.3987)
H (0.0576, -8.5487, -1.8220)
H (4.8284, 1.1648, -0.0099)
H (3.2893, -1.9582, 1.5249)
C (1.4301, -9.4082, 1.7128)
C (0.7951, -7.7691, 0.0440)
H (-2.0300, 2.4132, 1.3006)
H (0.6757, 2.9788, 3.6394)
H (-0.1431, 0.2552, -0.5731)
C (0.9999, -10.4393, 0.8685)
C (1.4170, 3.6492, -3.9995)
C (2.3529, -0.0774, 2.0407)
H (-0.6863, -1.5146, 5.5822)
C (0.4358, -8.8033, -0.8283)
C (-3.6791, 2.3098, -1.6988)
C (1.3400, -8.0753, 1.2964)
H (-1.3930, 2.2462, 3.6238)
H (1.8249, -9.6354, 2.7050)
C (3.6148, 2.1644, 2.0722)
H (-0.4926, -2.2772, 3.4986)
C (-0.4157, 6.1719, -2.0012)
C (-2.5373, -4.2973, -1.9193)
C (2.4429, 5.1423, 0.2333)
H (1.8230, 7.6555, 1.1346)
N (0.7163, 1.7619, 1.8390)
H (0.8997, -3.4454, -0.1443)
H (-4.3829, 1.5979, -1.2470)
C (3.6752, 0.6753, 1.7672)
C (-3.8033, 4.0251, 0.1219)
C (0.2903, -1.6375, 3.0876)
H (0.1541, -6.2802, -1.3775)
C (2.1627, 6.9498, -1.3585)
H (1.6233, 7.8689, -1.6134)
H (2.0074, -1.0946, -3.2001)
H (-4.6654, -5.9803, 0.5484)
H (0.1822, -10.9306, -1.0780)
C (0.0257, 1.9977, -2.9736)
C (0.2315, -0.2489, 3.2456)
C (-1.7582, 1.2610, 3.9170)
H (-4.2688, 3.0114, -2.2990)
H (1.5056, -5.7628, -0.3359)
C (-0.1792, -3.2526, -0.2311)
H (-1.9472, -0.3438, 5.9881)
C (2.1756, 2.5442, -2.0008)
C (-1.6421, -0.7030, -4.4756)
H (-2.1012, -1.2987, 4.5103)
C (0.9843, -0.9616, -3.5636)
H (2.9330, 2.6793, 1.3931)
O (2.2577, 5.7498, -4.4267)
C (0.5106, 2.0569, 0.4804)
C (0.2066, -0.8933, -1.1437)
H (1.5635, -0.7784, -5.6303)
H (1.6629, -7.2636, 1.9540)
H (-0.3689, 4.8487, 1.9984)
N (0.0651, 3.3921, 0.4598)
H (-0.9137, 1.4446, -2.9485)
C (0.5569, -6.3236, -0.3527)
H (0.5279, 6.5573, 1.6402)
C (-1.3887, -0.8807, -3.1080)
C (-2.4801, 1.9750, 0.4086)
H (-2.4722, 1.4217, 4.7381)
H (-3.2498, 4.5479, 0.9128)
C (-0.4189, -5.5870, 0.5808)
N (1.3440, 4.9138, -4.6391)
C (4.0454, 0.4593, 0.2996)
C (-0.4772, 4.1937, -0.6115)
H (-4.3280, -6.3771, -1.1550)
C (-0.5810, -0.6280, -5.3787)
C (-2.0361, 4.4807, -2.4419)
C (2.4086, -1.4729, 1.9527)
C (0.5125, -10.1343, -0.4085)
H (-1.6540, 6.1412, -3.7633)
C (-3.3453, -3.5715, 0.3499)
H (-1.8021, 1.2383, -0.0318)
C (-1.6959, -6.4021, 0.8028)
H (5.7202, 0.6420, 2.5074)
H (4.4110, -0.5600, 0.1256)
H (0.0660, -5.3986, 1.5533)
C (-2.3741, -4.4890, -0.4081)
C (-2.8839, 3.0284, -0.6008)
C (0.9179, 1.8725, -1.8765)
H (-3.5947, -4.4211, -2.1847)
C (0.2496, 1.0210, 5.4335)
C (-1.7150, 3.8555, -1.2252)
C (0.7302, -0.7925, -4.9245)
C (0.4877, 2.9175, 2.5824)

As for the highest occupied orbital energy: -0.3665 Ha. The relative energy (zero: lowest compared OMol25 entry of this formula, charge and spin) is 47.7 kJ/mol. The calculated total energy comes out at -2829.7302 Ha. The calculation puts the frontier orbital gap at 0.213 hartree. Its net charge is +1.